# 1
ClFO4Sr4 | ωB97M-V/def2-TZVPD

Properties
HOMO	-20.87	eV
relative energy (zero: lowest compared OMol25 entry of this formula, charge and spin)	0.000	eV
E	-980.5501	Eh

ORCA input file:
```
! RIJCOSX wB97M-V def2-TZVPD def2/J DEFGRID3
* xyz 6 1
Sr -5.324 -1.249 1.345
Sr -1.288 -3.204 -3.242
Sr 0.573 0.498 4.159
Sr -0.998 -5.789 2.778
F -1.300 -2.204 0.759
Cl 1.708 2.385 -1.177
O 2.009 2.347 0.154
O 2.623 3.334 -1.757
O 1.596 1.068 -1.768
O 0.400 2.814 -1.252
*
```

# 2
C40H68O26S4 | ωB97M-V/def2-TZVPD

Properties
HOMO	-10.17	eV
SMILES	C[C@H]1COC(=O)O1.C[C@H]1COC(=O)O1.C[C@H]1COC(=O)O1.C[C@H]1COC(=O)O1.C[C@H]1COC(=O)O1.C[C@H]1COC(=O)O1.O=S1(=O)CCCC1.O=S1(=O)CCCC1.O=S1(=O)CCCC1.O=S1(=O)CCCC1
E	-5113.9788	Eh

ORCA input file:
```
! RIJCOSX wB97M-V def2-TZVPD def2/J DEFGRID3
* xyz 0 1
C 3.660 1.590 -3.863
C 3.034 2.124 -2.575
C 3.723 3.405 -2.029
O 2.740 4.339 -1.704
C 1.587 3.845 -2.226
O 0.562 4.426 -2.029
O 1.726 2.669 -2.801
H 4.635 1.182 -3.713
H 3.621 2.363 -4.623
H 3.031 0.775 -4.209
H 2.940 1.299 -1.886
H 4.523 3.851 -2.683
H 4.244 3.211 -1.077
C 5.813 -0.867 1.666
C 4.589 -0.717 0.754
C 3.320 -1.269 1.332
O 2.313 -0.312 0.906
C 2.972 0.915 0.636
O 2.374 1.886 0.416
O 4.317 0.727 0.673
H 5.620 -0.345 2.644
H 6.673 -0.345 1.226
H 6.069 -1.917 1.903
H 4.847 -0.960 -0.241
H 3.406 -1.362 2.430
H 3.147 -2.279 0.886
C -3.201 5.340 -1.907
C -4.303 5.060 -0.837
C -5.675 4.514 -1.348
O -5.940 3.331 -0.562
C -4.902 3.028 0.184
O -4.733 2.054 0.869
O -3.901 3.999 0.121
H -2.317 5.918 -1.627
H -3.737 5.883 -2.743
H -2.911 4.333 -2.205
H -4.387 6.027 -0.334
H -5.567 4.164 -2.364
H -6.561 5.184 -1.350
C -4.517 -1.587 0.286
C -4.174 -1.336 -1.151
C -5.454 -1.126 -2.038
O -5.569 0.266 -2.115
C -4.291 0.783 -1.869
O -4.003 1.907 -2.286
O -3.486 -0.086 -1.399
H -4.955 -2.594 0.284
H -5.310 -0.884 0.558
H -3.693 -1.460 1.000
H -3.438 -2.045 -1.596
H -6.381 -1.536 -1.592
H -5.315 -1.538 -3.053
C 1.397 -2.255 4.210
C 0.656 -0.974 4.455
C -0.803 -1.015 4.685
O -1.037 -0.114 5.772
C 0.137 0.102 6.433
O 0.293 0.812 7.423
O 1.142 -0.414 5.741
H 1.000 -2.931 4.951
H 2.452 -2.013 4.319
H 1.119 -2.578 3.165
H 0.992 -0.118 3.806
H -1.231 -1.948 5.066
H -1.462 -0.696 3.870
C -0.969 2.751 1.684
C -1.361 1.598 0.863
C -0.653 1.484 -0.515
O -0.542 -0.012 -0.689
C -0.567 -0.529 0.480
O -0.413 -1.731 0.682
O -0.888 0.331 1.398
H -0.589 3.543 1.004
H -0.178 2.577 2.386
H -1.845 3.192 2.154
H -2.442 1.571 0.736
H 0.352 1.840 -0.431
H -1.168 1.936 -1.394
O 3.374 -3.474 -1.138
S 2.378 -2.971 -2.172
O 2.245 -1.527 -2.356
C 2.570 -3.790 -3.831
C 1.319 -4.516 -4.193
C 0.657 -4.942 -2.866
C 0.862 -3.811 -1.869
H 3.447 -4.388 -3.758
H 2.780 -3.001 -4.556
H 0.592 -3.782 -4.593
H 1.456 -5.403 -4.841
H 1.103 -5.883 -2.528
H -0.397 -5.075 -3.169
H 0.929 -4.178 -0.860
H 0.106 -3.038 -2.021
O 2.754 1.084 3.433
S 3.519 2.171 4.056
O 4.916 2.229 3.764
C 2.573 3.726 3.728
C 1.457 3.608 4.851
C 2.264 3.215 6.158
C 3.273 2.119 5.832
H 2.246 3.692 2.690
H 3.295 4.549 3.764
H 0.898 4.524 4.965
H 0.805 2.753 4.548
H 1.548 2.943 6.889
H 2.730 4.115 6.503
H 2.867 1.142 6.121
H 4.203 2.223 6.403
O -1.567 -1.513 -6.009
S -0.503 -0.534 -5.765
O 0.907 -0.879 -5.851
C -0.714 0.911 -6.827
C -0.610 2.121 -5.870
C -1.451 1.770 -4.651
C -0.868 0.386 -4.254
H -1.650 0.857 -7.322
H 0.092 0.744 -7.585
H 0.420 2.328 -5.635
H -0.860 3.004 -6.446
H -2.519 1.754 -4.920
H -1.274 2.482 -3.857
H -1.527 -0.277 -3.646
H 0.010 0.432 -3.617
O -0.671 -5.833 -0.466
S -1.444 -5.981 0.740
O -2.465 -7.012 0.844
C -0.338 -6.105 2.179
C -1.245 -5.485 3.275
C -1.718 -4.148 2.716
C -2.202 -4.366 1.271
H 0.525 -5.461 1.896
H -0.052 -7.128 2.368
H -2.121 -6.144 3.478
H -0.715 -5.304 4.173
H -0.861 -3.457 2.740
H -2.481 -3.655 3.324
H -1.740 -3.633 0.644
H -3.283 -4.427 1.124
*
```

# 3
C3H9NO2S | ωB97M-V/def2-TZVPD

Properties
HOMO	-9.16	eV
relative energy (zero: lowest compared OMol25 entry of this formula, charge and spin)	2.166	eV
SMILES	NC(=O)CCS.O
E	-723.0888	Eh

ORCA input file:
```
! RIJCOSX wB97M-V def2-TZVPD def2/J DEFGRID3
* xyz 0 1
N 1.936 1.238 0.990
C 0.986 0.314 0.487
O 1.089 -0.814 0.774
C 0.007 1.039 -0.425
C -0.973 0.148 -1.079
S -2.708 0.763 -1.079
H 2.021 2.283 0.912
H 2.792 0.778 1.283
H 0.651 1.608 -1.142
H -0.553 1.858 0.246
H -0.832 -0.107 -2.105
H -0.988 -0.752 -0.414
H -3.319 0.705 -0.052
O -0.034 -3.074 0.204
H 0.017 -3.778 0.792
H -0.092 -2.208 0.610
*
```